Here is C40H29GaN3O2P2S3Se2 as an isolated structure from OMol25. Energies are from ωB97M-V/def2-TZVPD.

The geometry in XYZ format:
```
82
Properties=species:S:1:pos:R:3:forces:R:3
Ga 2.4607 0.6281 -1.5801 -0.3993 -0.1276 -0.1812
Se -1.1070 1.4065 3.7073 0.0034 0.0019 0.0049
P -0.7821 -0.5444 3.0064 0.0029 -0.0155 0.0009
C -2.2497 -1.2844 2.2237 -0.0050 0.0105 -0.0120
C -3.4981 -0.7774 2.5774 0.0022 -0.0069 -0.0022
C -4.6514 -1.3277 2.0373 0.0003 -0.0052 -0.0005
C -4.5652 -2.3838 1.1414 -0.0055 0.0004 0.0042
C -3.3229 -2.8871 0.7801 0.0076 -0.0022 -0.0009
C -2.1655 -2.3409 1.3145 -0.0058 0.0095 0.0010
C -0.1651 -1.7090 4.2440 0.0005 0.0091 -0.0092
C -0.0977 -3.0760 3.9768 -0.0027 -0.0091 0.0048
C 0.3912 -3.9407 4.9413 -0.0036 0.0020 -0.0009
C 0.8116 -3.4482 6.1700 0.0007 0.0041 0.0047
C 0.7414 -2.0897 6.4376 0.0006 -0.0029 -0.0003
C 0.2520 -1.2172 5.4767 0.0020 -0.0033 -0.0040
C 0.4542 -0.5795 1.6768 0.0125 0.0072 0.0365
C 1.0206 0.4189 0.9001 -0.0701 -0.0271 -0.0435
N 1.7643 -0.2513 -0.0191 0.1850 -0.0439 0.0911
N 1.6915 -1.5565 0.1905 -0.0645 0.0071 -0.0243
N 0.9158 -1.7681 1.2085 0.0075 0.0004 0.0113
P 1.0037 2.2121 0.7668 0.0838 0.0204 0.0468
Se 2.7203 2.7315 -0.5752 0.0390 0.0101 0.0270
C 1.4145 3.0541 2.2836 0.0063 -0.0221 -0.0049
C 0.7012 4.1829 2.6695 0.0080 0.0019 -0.0036
C 1.0550 4.8339 3.8402 0.0000 0.0042 0.0001
C 2.1024 4.3535 4.6133 -0.0020 0.0005 0.0003
C 2.8139 3.2272 4.2178 -0.0030 -0.0050 -0.0014
C 2.4783 2.5766 3.0445 -0.0004 0.0095 0.0055
C -0.5197 2.7835 0.0327 -0.0031 0.0063 -0.0100
C -0.5266 4.0058 -0.6422 -0.0069 -0.0065 -0.0079
C -1.7072 4.4764 -1.1884 -0.0014 0.0003 0.0000
C -2.8714 3.7268 -1.0722 0.0002 0.0015 0.0011
C -2.8605 2.5082 -0.4106 -0.0015 -0.0020 -0.0049
C -1.6858 2.0307 0.1466 0.0035 0.0045 -0.0107
H -3.5595 0.0526 3.2700 0.0019 0.0005 0.0005
H -5.6176 -0.9319 2.3209 0.0008 0.0008 0.0008
H -5.4660 -2.8153 0.7245 0.0011 0.0007 -0.0011
H -3.2508 -3.7060 0.0760 -0.0011 -0.0001 -0.0002
H -1.2035 -2.7342 1.0147 0.0012 -0.0041 -0.0039
H -0.4209 -3.4687 3.0233 0.0033 -0.0008 0.0014
H 0.4409 -5.0015 4.7351 0.0007 0.0005 -0.0010
H 1.1893 -4.1282 6.9223 -0.0007 -0.0003 -0.0001
H 1.0606 -1.7071 7.3978 -0.0007 0.0020 -0.0008
H 0.1803 -0.1563 5.6796 0.0020 -0.0002 0.0027
H -0.1391 4.5311 2.0830 0.0003 0.0015 0.0003
H 0.5036 5.7093 4.1549 0.0004 -0.0002 0.0008
H 2.3671 4.8595 5.5321 -0.0003 -0.0003 0.0004
H 3.6281 2.8565 4.8254 0.0008 0.0014 -0.0003
H 3.0287 1.6970 2.7317 -0.0009 -0.0016 0.0036
H 0.3853 4.5792 -0.7525 -0.0013 0.0016 -0.0006
H -1.7174 5.4220 -1.7127 0.0010 -0.0002 -0.0001
H -3.7916 4.0947 -1.5066 0.0008 0.0000 -0.0012
H -3.7666 1.9234 -0.3260 0.0012 -0.0033 -0.0028
H -1.6848 1.0838 0.6673 -0.0024 -0.0044 0.0084
O 5.2423 -0.8678 -1.9780 0.1244 -0.2077 -0.1128
C 4.1659 -0.5598 -2.0271 0.1670 0.4297 0.4875
O 1.4252 0.6145 -3.0237 0.0709 0.0569 -0.1882
C 0.9000 -0.4670 -3.7845 -0.0950 -0.0986 -0.0498
C -0.5612 -0.6400 -3.4104 -0.0045 0.0354 -0.0300
C -1.6562 -0.6094 -4.2187 -0.0129 0.0143 0.0121
C -2.8788 -0.7598 -3.5049 0.0068 0.0016 -0.0055
C -2.6876 -0.8964 -2.1671 0.0068 0.0063 0.0071
S -1.0273 -0.8473 -1.7609 -0.0036 -0.0145 0.0135
C 1.0355 -0.1014 -5.2473 0.0514 0.0458 0.0183
C 0.8562 -0.8991 -6.3365 0.0110 -0.0088 -0.0203
C 1.0577 -0.2031 -7.5596 -0.0109 -0.0059 0.0094
C 1.3914 1.1009 -7.3600 -0.0064 0.0079 0.0048
S 1.4615 1.4971 -5.6985 -0.0404 0.0088 -0.0078
C 1.7154 -1.7259 -3.5364 -0.1165 -0.0200 0.3150
C 3.0712 -1.8422 -3.7495 -0.2370 -0.3781 -0.8735
C 3.5560 -3.1515 -3.4627 0.0308 0.0076 0.2366
C 2.5715 -3.9745 -3.0126 0.1104 0.0150 0.0543
S 1.0591 -3.1868 -2.9479 0.0020 0.1382 0.0212
H -1.5941 -0.4707 -5.2877 -0.0002 -0.0062 0.0000
H -3.8523 -0.7635 -3.9725 0.0010 -0.0028 0.0001
H -3.4253 -1.0332 -1.3919 0.0003 -0.0014 -0.0039
H 0.5899 -1.9457 -6.2690 0.0130 -0.0016 0.0015
H 0.9634 -0.6540 -8.5363 0.0013 -0.0015 0.0007
H 1.6034 1.8510 -8.1045 0.0088 -0.0017 0.0015
H 3.5788 -1.1517 -4.4160 0.1490 0.1927 0.3062
H 4.5922 -3.4475 -3.5428 -0.0190 -0.0324 -0.1094
H 2.6630 -4.9996 -2.6914 -0.0081 -0.0042 -0.0135
```
Forces are in eV/Å.

Calculated values
* relative energy (zero: lowest compared OMol25 entry of this formula, charge and spin): 0.0 kJ/mol
* E_LUMO: -3.6 eV
* E_HOMO: -10.566 eV
* HOMO-LUMO gap: 7.014 eV
* total charge: +1
* calculated total energy: -10461.20552 hartree

Löwdin atomic charge list, values in e, 6 entries: number 1, Ga, carries 0.14; number 2, Se, carries 0.45; number 3, P, carries 0.58; number 4, C, carries -0.34; number 5, C, carries -0.10; number 6, C, carries -0.06